C20H34BiCl2N3O4 as an isolated structure in a non-equilibrium geometry, computed with wB97M-V/def2-TZVPD.

Atoms and positions in Å:
O  0.120  1.374  -2.111
C  -0.558  1.289  -3.175
C  -0.284  1.975  -4.410
C  0.827  2.833  -4.642
H  1.477  3.118  -3.803
C  1.075  3.323  -5.922
H  1.984  3.907  -6.105
C  0.179  3.064  -6.974
H  0.397  3.437  -7.977
C  -0.958  2.269  -6.740
H  -1.661  2.042  -7.551
C  -1.195  1.750  -5.475
H  -2.106  1.166  -5.258
H  -1.448  0.638  -3.191
C  -2.777  2.208  -0.429
C  -2.264  1.179  0.497
H  -3.675  2.718  -0.049
H  -3.025  1.758  -1.404
H  -2.010  2.972  -0.628
C  -2.803  0.670  1.597
C  -4.030  1.140  2.337
H  -2.305  -0.152  2.128
H  -4.572  1.939  1.816
H  -3.729  1.515  3.326
H  -4.724  0.309  2.518
Bi  -0.158  0.308  -0.070
Cl  1.248  2.449  0.485
Cl  -1.700  -1.345  -1.571
H  4.024  0.342  -2.582
H  5.375  1.393  -1.053
C  3.178  0.237  -1.894
C  4.700  1.270  -0.199
N  3.715  0.248  -0.534
H  2.654  -0.709  -2.068
C  3.121  -0.449  0.448
O  2.071  -1.117  0.304
H  5.254  0.934  0.685
H  3.636  -0.397  1.429
H  2.475  1.069  -2.046
H  4.212  2.233  0.028
H  -1.677  -5.611  2.475
H  -0.654  -6.458  0.125
C  -2.076  -4.782  1.890
C  -1.142  -5.557  -0.278
N  -1.236  -4.517  0.741
H  -2.110  -3.874  2.495
C  -0.656  -3.302  0.612
O  -0.865  -2.329  1.359
H  -0.557  -5.157  -1.115
H  0.049  -3.219  -0.241
H  -3.079  -5.077  1.576
H  -2.145  -5.848  -0.620
C  -0.101  0.968  5.518
N  0.867  0.036  4.951
C  1.768  -0.697  5.842
C  0.946  -0.107  3.608
O  0.204  0.484  2.808
H  0.016  0.939  6.605
H  -1.125  0.675  5.244
H  0.086  1.990  5.152
H  1.674  -1.782  5.669
H  2.819  -0.409  5.666
H  1.502  -0.460  6.879
H  1.748  -0.813  3.300

Its energy relative to the best compared isomer or geometry (same formula, charge and spin) is 0.174 eV. As for the charge: 0. The calculation puts the HOMO energy at -7.083 eV. Its orbital gap is 6.2 eV.



C20H34MnN2O3PS as an isolated structure, computed with wB97M-V/def2-TZVPD.

Atoms and positions in Å:
Mn  0.176  0.309  0.077
O  1.329  -1.767  0.262
C  2.410  -1.184  0.096
C  3.765  -1.771  0.452
C  4.716  -0.631  0.096
C  3.771  0.535  -0.234
O  4.154  1.684  -0.379
N  2.484  0.090  -0.341
H  3.933  -2.697  -0.097
H  3.765  -2.008  1.517
H  5.306  -0.845  -0.796
H  5.402  -0.339  0.890
C  0.488  -0.429  5.318
C  0.808  -0.505  3.827
P  -0.465  0.102  2.627
C  -1.891  -1.023  2.958
C  -1.998  -2.085  1.861
C  -0.943  1.691  3.415
C  -1.985  2.474  2.615
H  1.291  -0.881  5.904
H  -0.435  -0.956  5.563
H  0.377  0.603  5.652
H  1.023  -1.536  3.531
H  1.715  0.067  3.608
H  -2.798  -0.416  2.984
H  -1.780  -1.485  3.942
H  -2.094  -1.605  0.885
H  -2.860  -2.736  2.022
H  -1.098  -2.705  1.833
H  -0.009  2.260  3.459
H  -1.282  1.522  4.440
H  -1.706  2.527  1.562
H  -2.090  3.488  3.007
H  -2.965  2.001  2.662
C  -4.073  0.498  0.295
C  -3.695  1.582  -0.667
C  -4.602  2.555  -1.039
C  -4.319  3.496  -2.032
C  -3.101  3.373  -2.699
C  -2.154  2.425  -2.354
C  -0.906  2.269  -3.177
C  -2.358  1.536  -1.223
N  -1.452  0.690  -0.781
H  -5.113  0.600  0.618
H  -3.424  0.493  1.173
H  -3.936  -0.483  -0.171
H  -5.579  2.564  -0.560
H  -5.039  4.256  -2.307
H  -2.882  4.046  -3.527
H  -0.732  3.141  -3.815
H  -0.984  1.386  -3.822
H  -0.021  2.095  -2.559
C  -0.137  4.359  -0.289
S  1.247  3.240  -0.234
C  2.459  4.354  0.456
O  0.924  2.292  0.902
H  0.070  5.140  -1.021
H  -0.287  4.774  0.709
H  -1.007  3.779  -0.608
H  2.615  5.175  -0.244
H  3.375  3.776  0.562
H  2.079  4.715  1.412

Its energy relative to the best compared isomer or geometry (same formula, charge and spin) is 0.000 eV. Its expectation value of S² is 8.7660. As for the spin multiplicity: 6. As for the charge: -1. The calculation puts the HOMO energy (alpha / beta) at -1.990 / -2.312 eV. Its orbital gap (alpha / beta) is 4.6 / 4.9 eV.



A 5-piece molecular cluster, C20H34N2O15 overall, computed with wB97M-V/def2-TZVPD.

Atoms and positions in Å:
N  10.108  0.972  0.584
C  8.783  1.572  0.822
C  8.176  2.110  -0.470
C  6.775  2.706  -0.255
C  6.791  3.994  0.578
C  5.497  4.792  0.477
O  4.397  3.893  0.679
C  3.212  4.468  0.946
O  3.037  5.628  1.207
O  2.208  3.587  0.900
C  2.509  2.181  0.822
C  1.221  1.408  1.126
N  0.761  0.624  -0.034
H  10.023  -0.017  0.386
H  10.673  1.050  1.421
H  8.911  2.377  1.551
H  8.077  0.840  1.243
H  8.085  1.284  -1.185
H  8.840  2.859  -0.914
H  6.171  1.954  0.266
H  6.314  2.920  -1.227
H  6.939  3.753  1.639
H  7.621  4.639  0.270
H  5.467  5.582  1.228
H  5.406  5.242  -0.519
H  2.841  1.948  -0.193
H  3.296  1.927  1.532
H  0.473  2.137  1.457
H  1.398  0.722  1.960
H  -0.241  0.501  0.048
H  0.943  1.135  -0.889
C  -1.982  -1.273  -4.634
C  -0.528  -1.636  -4.398
O  -0.266  -1.023  -3.128
C  -1.431  -0.874  -2.475
O  -1.540  -0.551  -1.335
O  -2.477  -1.144  -3.291
H  -2.545  -2.034  -5.165
H  -2.098  -0.313  -5.139
H  -0.375  -2.712  -4.302
H  0.150  -1.239  -5.147
C  0.218  -2.533  2.068
C  0.604  -3.174  0.757
O  1.731  -3.973  1.131
C  1.644  -4.240  2.459
O  2.330  -5.013  3.039
O  0.663  -3.495  3.029
H  -0.852  -2.369  2.168
H  0.746  -1.594  2.239
H  -0.177  -3.831  0.367
H  0.880  -2.446  -0.003
C  -5.656  -1.641  -0.972
C  -5.436  -0.834  -2.237
O  -6.713  -0.937  -2.886
C  -7.651  -1.202  -1.954
O  -8.824  -1.189  -2.134
O  -7.067  -1.493  -0.765
H  -5.111  -1.262  -0.113
H  -5.431  -2.700  -1.108
H  -5.234  0.217  -2.025
H  -4.653  -1.230  -2.871
C  -10.429  -2.087  1.604
C  -8.988  -2.485  1.850
O  -8.715  -1.866  3.112
C  -9.888  -1.681  3.764
O  -9.987  -1.344  4.897
O  -10.930  -1.934  2.938
H  -11.007  -2.838  1.073
H  -10.513  -1.132  1.084
H  -8.869  -3.565  1.957
H  -8.306  -2.117  1.091

The SMILES is NCCCCCOC(=O)OCCN.O=C1OCCO1.O=C1OCCO1.O=C1OCCO1.O=C1OCCO1. As for the charge: 0. The calculation puts the HOMO energy at -9.496 eV. Its orbital gap is 9.4 eV.



One molecule with the formula C20H34N4O2 in a non-equilibrium geometry, computed with wB97M-V/def2-TZVPD.

Atoms and positions in Å:
C  2.277  -1.248  0.622
H  3.319  -1.425  0.873
H  2.216  -0.922  -0.413
H  1.889  -0.463  1.267
C  1.439  -2.507  0.807
N  1.774  -3.516  -0.172
C  3.144  -3.997  -0.103
C  3.095  -5.356  -0.786
H  3.944  -5.986  -0.527
H  3.064  -5.227  -1.867
C  1.765  -5.909  -0.282
H  1.357  -6.683  -0.929
H  1.891  -6.325  0.719
C  0.869  -4.661  -0.224
C  -0.022  -4.560  -1.475
N  -1.018  -3.522  -1.369
C  -1.089  -2.477  -2.216
O  -0.331  -2.316  -3.149
C  -2.263  -1.534  -1.953
C  -1.832  -0.089  -2.193
C  -1.072  0.424  -1.030
N  -1.131  0.017  0.195
N  -0.291  0.795  0.915
C  0.240  1.641  0.097
O  -0.215  1.462  -1.167
C  1.256  2.677  0.394
H  1.310  3.366  -0.450
H  2.223  2.172  0.481
C  0.962  3.424  1.699
H  0.597  2.704  2.433
H  1.898  3.845  2.073
C  -0.050  4.564  1.546
C  -0.170  5.327  2.868
C  -1.155  6.485  2.752
C  -2.528  5.973  2.331
C  -2.422  5.222  1.008
C  -1.430  4.067  1.118
H  -1.365  3.567  0.150
H  -1.791  3.338  1.847
H  -3.403  4.839  0.718
H  -2.089  5.911  0.228
H  -3.225  6.808  2.231
H  -2.916  5.301  3.099
H  -1.227  7.006  3.709
H  -0.791  7.199  2.010
H  0.811  5.705  3.165
H  -0.511  4.639  3.645
H  0.321  5.258  0.781
H  -2.701  0.554  -2.356
H  -1.196  -0.042  -3.081
H  -3.051  -1.799  -2.661
H  -2.639  -1.643  -0.938
H  -1.636  -3.557  -0.574
H  0.594  -4.311  -2.341
H  -0.525  -5.520  -1.644
H  0.215  -4.694  0.661
H  3.811  -3.299  -0.611
H  3.482  -4.107  0.943
H  0.387  -2.242  0.675
H  1.572  -2.883  1.841

Its energy relative to the best compared isomer or geometry (same formula, charge and spin) is 0.286 eV. The SMILES is CCN1CCC[C@@H]1CNC(=O)CCc1nnc(CCC2CCCCC2)o1. As for the charge: 0. The calculation puts the HOMO energy at -8.152 eV. Its orbital gap is 9.0 eV.



One molecule with the formula C20H34N4O3S in a non-equilibrium geometry, computed with wB97M-V/def2-TZVPD.

Atoms and positions in Å:
C  -2.945  -0.903  2.847
H  -3.604  -1.270  3.631
C  -3.454  0.427  2.303
C  -3.615  1.444  3.431
H  -4.316  1.076  4.175
H  -2.659  1.624  3.916
H  -3.988  2.391  3.047
C  -2.494  0.996  1.251
N  -2.257  0.089  0.145
S  -0.759  0.180  -0.568
O  -0.748  1.005  -1.738
O  0.198  0.502  0.456
N  -0.628  -1.402  -1.104
C  0.371  -1.567  -2.144
C  1.779  -1.410  -1.577
H  1.877  -0.381  -1.224
H  2.519  -1.578  -2.362
C  2.014  -2.399  -0.427
C  3.367  -2.107  0.223
O  4.297  -2.887  0.178
N  3.435  -0.911  0.842
H  2.650  -0.277  0.802
C  4.659  -0.410  1.424
C  5.271  0.681  0.583
N  5.588  1.806  1.207
C  6.124  2.788  0.504
C  6.365  2.709  -0.858
C  6.031  1.532  -1.513
C  5.476  0.498  -0.782
H  5.211  -0.440  -1.245
H  6.205  1.424  -2.574
H  6.801  3.539  -1.391
H  6.367  3.682  1.065
H  4.471  -0.021  2.428
H  5.346  -1.261  1.483
C  0.889  -2.349  0.615
C  -0.488  -2.385  -0.048
H  -0.678  -3.367  -0.494
H  -1.265  -2.169  0.685
H  0.954  -1.431  1.196
H  0.987  -3.196  1.297
H  2.070  -3.411  -0.844
H  0.232  -2.558  -2.586
H  0.174  -0.804  -2.897
C  -3.319  -0.123  -0.820
H  -2.911  -0.853  -1.520
C  -3.785  1.136  -1.582
C  -3.817  0.862  -3.084
H  -4.478  0.028  -3.309
H  -2.814  0.630  -3.433
H  -4.173  1.739  -3.621
C  -5.155  1.608  -1.097
H  -5.446  2.518  -1.615
H  -5.908  0.847  -1.297
H  -5.147  1.812  -0.029
H  -3.047  1.924  -1.407
H  -4.160  -0.585  -0.296
H  -1.516  1.163  1.705
H  -2.873  1.963  0.894
H  -4.433  0.265  1.840
H  -2.906  -1.646  2.054
H  -1.946  -0.785  3.259

Its energy relative to the best compared isomer or geometry (same formula, charge and spin) is 0.133 eV. The SMILES is CC(C)CN(CC(C)C)S(=O)(=O)N1CCC(C(=O)NCc2ccccn2)CC1. As for the charge: 0. The calculation puts the HOMO energy at -9.197 eV. Its orbital gap is 9.9 eV.



A 6-piece molecular cluster, C20H35BClN2O26S5 overall in a non-equilibrium geometry, computed with wB97M-V/def2-TZVPD.

Atoms and positions in Å:
O  2.027  -0.399  7.030
C  1.523  0.638  7.339
O  1.409  1.674  6.456
C  0.091  2.247  6.477
C  0.104  3.456  5.569
N  0.751  3.224  4.259
C  1.495  4.178  3.731
N  1.992  3.741  2.582
Cl  3.003  4.617  1.575
C  1.557  2.449  2.351
B  1.939  1.550  1.074
O  1.587  1.883  -0.190
O  2.631  0.391  1.323
C  0.754  2.115  3.395
C  -0.001  0.847  3.605
C  -1.510  0.986  3.222
C  -2.482  0.827  4.405
C  -2.904  2.112  5.079
O  -2.979  2.214  6.276
O  -3.225  3.175  4.278
H  1.133  0.826  8.351
H  -0.623  1.487  6.173
H  -0.188  2.572  7.483
H  -0.886  3.902  5.474
H  0.721  4.205  6.069
H  1.693  5.164  4.117
H  1.849  2.783  -0.412
H  3.392  0.587  1.881
H  0.149  0.452  4.605
H  0.423  0.136  2.895
H  -1.692  1.937  2.720
H  -1.743  0.217  2.488
H  -2.118  0.106  5.135
H  -3.399  0.403  3.992
H  -2.495  3.339  3.670
C  2.359  -4.146  6.730
C  3.071  -3.638  7.964
O  2.936  -4.704  8.912
S  2.942  -6.112  8.151
O  4.247  -6.665  8.191
O  1.808  -6.849  8.572
O  2.689  -5.538  6.676
H  1.275  -4.051  6.826
H  2.687  -3.649  5.821
H  2.632  -2.727  8.357
H  4.135  -3.478  7.775
C  -7.053  -2.387  2.119
C  -7.209  -1.514  3.346
O  -5.878  -1.022  3.591
S  -5.113  -0.833  2.206
O  -5.182  0.530  1.813
O  -3.858  -1.494  2.302
O  -6.103  -1.680  1.300
H  -6.633  -3.362  2.367
H  -7.984  -2.520  1.575
H  -7.569  -2.060  4.212
H  -7.860  -0.660  3.155
C  -0.846  -0.874  -4.608
C  0.217  -0.061  -5.313
O  0.267  1.170  -4.566
S  -0.044  0.877  -3.028
O  1.168  0.771  -2.299
O  -1.067  1.768  -2.604
O  -0.651  -0.586  -3.214
H  -1.851  -0.552  -4.888
H  -0.747  -1.941  -4.786
H  -0.019  0.138  -6.352
H  1.195  -0.541  -5.252
C  -1.500  2.292  -9.124
C  -0.467  3.249  -9.681
O  0.786  2.586  -9.435
S  0.594  1.011  -9.547
O  0.996  0.572  -10.834
O  1.122  0.414  -8.370
O  -0.997  0.989  -9.469
H  -1.565  2.360  -8.036
H  -2.485  2.436  -9.556
H  -0.478  4.217  -9.191
H  -0.579  3.383  -10.758
C  4.028  -1.657  -10.535
C  2.867  -1.768  -9.571
O  3.073  -3.033  -8.918
S  4.638  -3.319  -8.777
O  5.069  -2.937  -7.479
O  4.906  -4.611  -9.292
O  5.140  -2.211  -9.814
H  3.866  -2.255  -11.433
H  4.241  -0.630  -10.818
H  1.905  -1.756  -10.071
H  2.898  -0.986  -8.817

Its energy relative to the best compared isomer or geometry (same formula, charge and spin) is 0.000 eV. As for the charge: +1. The calculation puts the HOMO energy at -12.093 eV. Its orbital gap is 8.9 eV.



A 11-piece molecular cluster, C20H35Cl20F3O3S overall in a non-equilibrium geometry, computed with wB97M-V/def2-TZVPD.

Atoms and positions in Å:
O  -2.001  3.252  5.914
C  -2.190  3.295  4.592
C  -1.075  3.478  3.358
C  -1.420  2.016  2.626
C  -0.695  1.662  1.200
C  -0.268  0.064  1.110
O  0.300  -0.234  -0.231
C  -1.502  -0.980  1.384
F  -1.000  -2.339  0.957
F  -2.723  -0.734  0.580
F  -1.864  -1.136  2.827
C  -3.051  2.142  2.724
C  -3.955  2.348  1.373
C  -5.573  2.133  1.736
C  -6.074  0.584  1.520
S  -5.894  -0.523  3.022
O  -3.434  3.137  3.781
H  -0.067  3.286  3.925
H  -1.202  4.456  2.721
H  -1.010  1.220  3.395
H  -1.278  2.045  0.243
H  0.337  2.261  1.190
H  0.532  -0.121  1.974
H  -0.138  0.364  -0.928
H  -3.397  1.100  3.136
H  -3.855  3.459  0.979
H  -3.651  1.648  0.485
H  -5.819  2.585  2.790
H  -6.148  2.780  0.916
H  -5.477  0.111  0.626
H  -7.231  0.645  1.254
H  -5.104  0.063  4.026
C  3.228  -1.576  0.339
Cl  4.389  -0.335  0.826
Cl  3.960  -2.723  -0.789
H  2.891  -2.116  1.227
H  2.375  -1.095  -0.146
C  4.329  -2.134  -4.237
Cl  3.517  -1.127  -5.441
Cl  4.328  -3.833  -4.724
H  5.362  -1.795  -4.128
H  3.807  -2.037  -3.282
C  7.577  -0.821  -6.256
Cl  8.310  -2.397  -5.936
Cl  6.730  -0.211  -4.829
H  8.362  -0.113  -6.534
H  6.864  -0.921  -7.078
C  2.868  3.762  4.285
Cl  2.740  2.143  3.587
Cl  1.660  4.851  3.592
H  2.711  3.697  5.365
H  3.865  4.160  4.081
C  -2.706  6.325  7.891
Cl  -1.016  6.577  8.342
Cl  -3.386  7.773  7.139
H  -2.766  5.495  7.182
H  -3.283  6.086  8.788
C  4.551  2.891  -5.174
Cl  4.795  4.627  -5.401
Cl  4.541  2.469  -3.457
H  3.594  2.605  -5.616
H  5.362  2.350  -5.668
C  -2.204  -5.300  -0.504
Cl  -2.575  -5.433  -2.227
Cl  -3.548  -5.887  0.483
H  -1.315  -5.896  -0.284
H  -2.015  -4.252  -0.260
C  6.677  -0.495  -10.499
Cl  7.410  -2.072  -10.178
Cl  5.830  0.114  -9.072
H  7.462  0.212  -10.776
H  5.964  -0.596  -11.320
C  -0.965  -7.377  3.141
Cl  -0.146  -8.719  3.949
Cl  0.014  -6.742  1.813
H  -1.919  -7.731  2.741
H  -1.142  -6.579  3.866
C  -6.084  -3.989  -2.019
Cl  -6.909  -2.920  -0.879
Cl  -7.245  -4.912  -2.980
H  -5.467  -3.385  -2.690
H  -5.451  -4.683  -1.461

The SMILES is O=C1C[C@H](C[C@H](O)C(F)(F)F)[C@H](CCCS)O1.ClCCl.ClCCl.ClCCl.ClCCl.ClCCl.ClCCl.ClCCl.ClCCl.ClCCl.ClCCl. As for the charge: 0. The calculation puts the HOMO energy at -9.087 eV. Its orbital gap is 9.0 eV.



| no. | calculated total energy (Eh) |
| --- | --- |
| 1 | -2382.717937 |
| 2 | -3008.338730 |
| 3 | -2020.640490 |
| 4 | -1152.024586 |
| 5 | -1625.452747 |
| 6 | -5324.535869 |
| 7 | -10910.141969 |